This record from the Open Molecules 2025 dataset describes C23H49CrO22S2 as an isolated structure at a distorted geometry. The level of theory is wB97M-V/def2-TZVPD.

Expectation value of S²: 6.0089
E: -119775.1554 eV
LUMO (spin up / spin down): -3.501 / -3.432 eV
Spin multiplicity: 5
Total charge: +1

```
97
Properties=species:S:1:pos:R:3:forces:R:3:lowdin_charge:R:1
Cr -26.88988 -0.64832 -0.01749 -1.1 -0.4 -2.6 1.066
O -29.76454 -1.35309 -2.73639 1.7 0.4 0.0 0.148
C -28.80152 -1.15414 -1.82100 0.0 -0.4 2.3 -0.770
O -27.60917 -1.37170 -2.09401 1.1 0.0 -1.5 -0.049
O -29.07235 -0.83282 -0.62650 -0.2 0.5 0.9 -0.059
H -29.11300 -1.48510 -3.45910 -1.2 -0.2 -0.6 0.129
C -28.13935 -4.34038 -6.04728 0.3 -0.1 0.6 -0.157
C -27.25267 -5.07354 -7.03562 -0.9 -1.9 -0.3 -0.160
C -26.05925 -5.50122 -6.18403 -0.2 0.3 -1.2 -0.201
O -25.89905 -4.44859 -5.26765 0.3 0.1 1.1 -0.154
C -27.10222 -3.68608 -5.15604 0.4 0.7 -0.6 -0.223
H -28.66121 -5.00316 -5.35232 -0.3 -0.4 -0.6 0.120
H -28.85562 -3.66456 -6.50171 0.0 0.2 0.0 0.112
H -27.04338 -4.54538 -7.96424 0.3 0.4 0.3 0.118
H -27.75256 -5.99824 -7.34007 -0.1 0.1 -0.3 0.115
H -25.15799 -5.59421 -6.79357 0.1 0.0 0.2 0.124
H -26.24675 -6.46808 -5.70464 0.0 0.1 0.2 0.122
H -26.83253 -2.69959 -5.54812 -0.3 0.3 0.4 0.123
H -27.44182 -3.66219 -4.12099 0.2 0.3 0.0 0.090
O -32.82441 -0.12889 -3.56740 -0.6 0.7 0.0 -0.295
S -33.27147 0.68875 -2.46733 0.1 -1.7 1.7 0.639
O -32.52546 1.86693 -2.13051 -0.8 0.2 -0.5 -0.291
O -34.85933 1.04257 -2.55671 2.2 -0.1 -0.2 -0.256
C -35.71118 0.08414 -3.22314 -1.1 0.3 -0.3 -0.242
C -36.78058 0.96031 -3.90365 0.3 -0.2 0.4 -0.054
C -33.29580 -0.38385 -0.96983 -0.2 0.7 -1.7 -0.073
H -36.11705 -0.61077 -2.48511 -0.2 0.3 0.2 0.125
H -35.17139 -0.54318 -3.92879 0.2 0.4 -0.1 0.073
H -36.33250 1.45691 -4.76300 -0.2 -0.3 -0.3 0.074
H -37.11579 1.78284 -3.27066 0.1 -0.2 0.4 0.078
H -37.67452 0.37909 -4.12693 0.2 0.0 -0.4 0.082
H -33.84915 0.19120 -0.23383 0.0 -0.3 0.2 0.066
H -32.27932 -0.63997 -0.68040 0.0 0.2 0.0 0.058
H -33.78959 -1.27607 -1.35304 -0.2 -0.1 0.5 0.066
O -34.04815 -3.09301 -3.86831 0.1 0.0 -0.7 -0.269
S -34.00344 -3.02423 -5.29872 -0.9 1.2 -2.1 0.648
O -34.39308 -4.14090 -6.14510 1.2 0.7 1.2 -0.283
O -34.96039 -1.81133 -5.79641 -0.1 -0.6 1.8 -0.324
C -35.62014 -1.84866 -7.04265 -0.9 0.4 -1.4 -0.269
C -35.92816 -0.37562 -7.32428 0.2 0.0 -0.2 -0.054
C -32.48284 -2.15909 -5.87313 0.1 -1.4 0.2 -0.096
H -36.53179 -2.45020 -7.04925 0.1 -0.1 0.5 0.124
H -34.98043 -2.29332 -7.80931 0.1 0.2 0.1 0.118
H -36.22433 -0.12515 -8.34386 0.3 -0.5 -0.2 0.081
H -34.99554 0.13547 -7.08340 -0.2 0.4 -0.1 0.081
H -36.74699 0.03444 -6.73397 0.2 -0.3 0.4 0.064
H -31.72805 -2.45419 -5.14723 0.3 0.1 -0.3 0.052
H -32.54308 -1.07875 -5.95559 -0.6 -0.1 0.6 0.059
H -32.28914 -2.53080 -6.87894 0.1 -0.3 0.1 0.065
C -26.19689 -4.52917 -2.00136 0.3 -0.2 -1.5 -0.007
O -25.73139 -4.75260 -0.67774 0.5 -0.6 0.4 0.081
C -25.81490 -3.86888 0.26379 -0.5 0.9 0.2 -0.569
O -26.48060 -2.83550 0.23421 -0.2 1.0 -0.2 0.033
O -25.09918 -4.20661 1.30534 0.1 -1.2 0.3 0.064
C -24.99860 -3.31583 2.39807 -0.2 2.4 -0.4 -0.014
H -26.75763 -3.60564 -2.11541 -0.2 -0.1 0.3 0.070
H -26.67459 -5.42902 -2.39071 -0.8 0.1 0.8 0.112
H -25.36805 -4.54552 -2.71558 0.5 0.6 0.5 0.099
H -24.36742 -3.71208 3.18225 0.0 -0.3 -0.2 0.113
H -25.92059 -2.87289 2.78421 -0.5 -1.2 0.1 0.103
H -24.60959 -2.36960 1.99957 0.8 -0.3 0.1 0.070
C -25.75505 3.52885 0.79241 -1.0 -0.3 -0.4 0.018
O -27.19148 3.51575 0.60468 -0.1 0.3 0.2 0.018
C -27.79462 2.55885 -0.08631 -0.2 1.2 1.5 -0.553
O -27.20358 1.54070 -0.41550 -0.1 -1.7 -0.3 0.036
O -29.03768 2.94322 -0.22120 1.0 -0.2 0.5 0.059
C -30.09128 2.22625 -0.85262 -0.6 0.3 -1.0 -0.016
H -25.42402 4.17876 -0.01343 0.7 -0.3 0.1 0.109
H -25.40211 2.49998 0.76769 0.4 0.2 -0.3 0.077
H -25.56120 3.96033 1.76951 -0.1 0.1 -0.1 0.102
H -30.60157 1.49392 -0.23109 0.6 -0.2 0.2 0.094
H -29.73048 1.83641 -1.80361 -0.2 -0.3 0.2 0.110
H -30.82777 2.99753 -1.05956 0.1 -0.1 -0.1 0.091
C -22.72350 -0.38487 0.44780 -0.5 0.3 0.6 -0.008
O -22.83734 -1.07609 -0.78098 0.6 -1.0 -0.3 0.040
C -23.94182 -1.11114 -1.50136 0.8 2.1 0.5 -0.561
O -25.00845 -0.63180 -1.12872 -0.6 -0.4 0.5 0.030
O -23.61819 -1.46724 -2.70392 0.0 -0.7 -0.5 0.075
C -24.56655 -1.33154 -3.76515 -1.1 0.4 -0.7 0.011
H -23.14134 -0.95701 1.27676 -0.2 0.0 -0.1 0.080
H -23.20572 0.59043 0.37586 0.0 0.0 0.0 0.099
H -21.66728 -0.24812 0.66268 0.0 -0.1 -0.3 0.109
H -25.26349 -2.16584 -3.82588 0.1 0.0 0.4 0.071
H -24.07560 -1.26679 -4.73338 0.7 -0.2 0.4 0.110
H -25.12457 -0.39943 -3.67653 -0.1 -0.1 0.4 0.108
C -35.30055 -0.13959 3.18651 -0.9 0.2 1.1 -0.035
O -34.18637 -0.73865 2.52295 -1.0 -0.2 0.0 0.019
C -33.02564 -0.58630 3.11069 1.8 1.4 1.2 -0.621
O -32.78564 -0.03607 4.16312 -0.5 -0.4 -0.4 0.130
O -32.08276 -1.03668 2.29305 -0.8 -0.9 -1.8 -0.006
C -30.71875 -0.85384 2.50632 1.1 -0.1 0.7 -0.059
H -36.21758 -0.51330 2.73996 0.2 0.2 -0.6 0.096
H -35.25348 0.94799 3.21705 0.2 0.0 -0.6 0.101
H -35.42661 -0.38376 4.24378 0.7 -0.5 0.0 0.097
H -30.44860 0.20065 2.58881 -0.2 0.0 0.4 0.102
H -30.13380 -1.24887 1.67425 -0.7 0.0 -0.4 0.071
H -30.38486 -1.45080 3.35843 -0.1 0.5 0.3 0.102
```
Forces are in eV/Å.


This record from the Open Molecules 2025 dataset describes C23H49FN3O7PS as an isolated structure at a distorted geometry. The level of theory is wB97M-V/def2-TZVPD.

Expectation value of S²: 2.0082
E: -66289.4239 eV
LUMO (spin up / spin down): 0.187 / -0.059 eV
Spin multiplicity: 3

```
85
Properties=species:S:1:pos:R:3:forces:R:3:lowdin_charge:R:1
C -3.95547 -3.38170 -3.73144 0.9 -0.6 0.0 -0.080
C -2.51402 -3.89700 -4.00722 -0.4 1.2 -0.2 -0.256
C -2.46180 -4.70597 -5.28384 -0.1 -1.2 0.7 -0.163
C -1.21314 -5.57562 -5.51617 -0.2 0.4 -0.5 -0.382
C -0.16567 -4.90677 -6.40065 -0.3 0.2 -0.2 -0.052
N -0.67006 -6.13179 -4.22728 0.6 0.5 0.1 -0.222
P 0.75412 -5.38809 -3.57746 1.2 -0.7 0.5 0.380
O 2.00036 -5.85908 -4.16178 -0.2 0.1 -0.1 -0.214
O 0.67848 -5.76267 -2.02007 -0.4 0.5 -0.3 -0.106
O 0.61040 -3.81158 -3.63003 -0.5 -0.3 -0.2 -0.080
S -0.60370 -7.78359 -4.33551 -0.7 -0.1 -0.8 0.562
O -1.92690 -8.25268 -4.55281 0.0 0.1 0.2 -0.232
O 0.44633 -8.25127 -5.15815 0.2 0.0 0.2 -0.208
F -0.25423 -8.08256 -2.86685 0.2 -0.2 0.4 -0.114
H -3.93507 -2.30697 -3.60037 -0.3 0.2 -0.1 0.064
H -4.32224 -3.84250 -2.81964 -0.3 0.0 0.1 0.067
H -4.58375 -3.70098 -4.55631 -0.4 0.3 0.0 0.066
H -2.18829 -4.44713 -3.13031 0.2 -0.3 -0.1 0.086
H -1.87299 -3.02383 -4.12105 0.2 0.0 0.2 0.099
H -2.64099 -4.09683 -6.16482 0.1 0.2 -0.1 0.126
H -3.29776 -5.40822 -5.22883 -0.1 0.0 -0.1 0.118
H -1.58390 -6.42893 -6.07424 0.1 -0.2 0.0 0.119
H -0.00921 -3.86871 -6.11945 0.2 0.0 0.2 0.080
H 0.77220 -5.44965 -6.43772 0.1 0.0 0.1 0.080
H -0.56492 -4.88384 -7.41271 -0.1 0.0 -0.1 0.089
H -0.17918 -5.51830 -1.65195 -0.1 -0.2 0.3 0.080
H 0.18283 -3.43502 -2.85275 -0.1 0.3 0.0 0.077
C -2.53549 0.74498 1.62348 0.2 0.0 0.1 -0.028
C -2.40942 -0.40764 0.59986 -0.7 1.0 0.7 -0.484
C -2.42345 -1.75550 1.32375 0.3 -0.4 0.0 -0.134
C -1.12650 -2.07194 2.06516 0.0 0.1 0.0 -0.171
C 0.07773 -1.92375 1.14014 -0.3 -0.3 0.0 -0.133
C 0.13884 -0.56180 0.44997 0.9 0.9 0.6 -0.492
N -1.16370 -0.25298 -0.22071 -0.1 -2.0 -0.3 -0.081
O -1.26267 -0.91674 -1.32781 0.0 0.5 -0.1 -0.038
C 0.50593 0.53201 1.46734 -0.2 0.1 0.1 -0.032
C 1.25829 -0.56160 -0.58534 -0.1 -0.1 -0.3 -0.037
C -3.63438 -0.30892 -0.30179 0.0 -0.2 -0.4 -0.044
H -2.08913 1.66236 1.23960 0.0 0.0 0.0 0.088
H -3.58412 0.95822 1.82617 -0.1 -0.1 -0.1 0.083
H -2.07753 0.51783 2.58466 0.0 0.0 -0.1 0.068
H -2.61618 -2.55146 0.59603 0.0 0.1 -0.1 0.121
H -3.26075 -1.76637 2.02453 -0.1 0.1 0.0 0.127
H -1.01602 -1.42668 2.94011 0.0 0.0 0.0 0.104
H -1.16773 -3.09404 2.44668 0.0 0.0 0.0 0.113
H 1.00196 -2.07939 1.69928 0.1 0.1 0.0 0.127
H 0.03977 -2.71281 0.37981 0.0 0.1 -0.1 0.115
H 0.44189 1.52216 1.01579 0.0 0.0 0.0 0.086
H 1.53094 0.39344 1.80974 0.0 -0.1 -0.1 0.091
H -0.11194 0.53066 2.36065 0.0 0.0 -0.1 0.060
H 1.15885 -1.37007 -1.30781 -0.1 0.1 0.0 0.066
H 2.21430 -0.68947 -0.07987 0.0 0.0 0.1 0.090
H 1.28547 0.38192 -1.13166 0.0 0.0 0.0 0.095
H -3.64672 0.63193 -0.85427 0.1 0.0 0.0 0.096
H -4.53437 -0.35124 0.31016 0.0 0.0 0.1 0.087
H -3.68877 -1.12910 -1.01617 0.1 0.1 0.0 0.067
C 2.32982 6.44614 1.47235 0.1 0.0 0.1 -0.030
C 1.40008 5.60881 2.38124 0.3 0.7 -1.1 -0.487
C 0.85542 6.47305 3.52038 0.0 0.0 0.4 -0.134
C 1.88208 6.77352 4.61147 0.0 -0.1 -0.1 -0.172
C 2.52847 5.48518 5.11729 -0.4 0.2 0.1 -0.133
C 3.12945 4.63819 3.99622 1.3 0.2 -0.1 -0.498
N 2.12286 4.41387 2.91567 -1.3 -0.1 1.3 -0.087
O 1.28689 3.48657 3.25593 0.4 -0.2 -0.4 -0.030
C 4.39483 5.31752 3.44112 -0.1 0.1 -0.1 -0.033
C 3.58628 3.29445 4.55219 -0.2 -0.3 0.0 -0.043
C 0.24012 5.14730 1.50532 -0.2 -0.3 0.1 -0.047
H 3.05792 5.81291 0.96538 0.0 0.0 0.0 0.089
H 1.75138 6.95093 0.69988 -0.1 0.0 0.0 0.082
H 2.86716 7.22566 2.01031 0.0 -0.1 0.0 0.066
H 0.00023 5.96533 3.97775 0.0 -0.1 -0.1 0.125
H 0.47496 7.40678 3.10071 0.0 0.0 -0.1 0.126
H 2.64427 7.46626 4.24498 0.0 0.0 0.0 0.102
H 1.38754 7.28029 5.44211 0.0 0.0 0.0 0.113
H 3.30958 5.71728 5.84405 0.1 0.0 0.0 0.125
H 1.77436 4.89636 5.64912 0.0 -0.1 -0.1 0.126
H 4.76777 4.78323 2.56660 0.0 0.0 0.0 0.092
H 5.17776 5.30445 4.19896 0.0 -0.1 0.1 0.088
H 4.25187 6.35936 3.16718 0.0 0.0 0.0 0.058
H 2.78407 2.76675 5.06440 0.0 0.0 -0.1 0.079
H 4.38806 3.45691 5.27154 0.0 0.1 0.0 0.087
H 3.96707 2.65142 3.75729 0.0 0.0 0.0 0.091
H 0.58794 4.49307 0.70382 0.0 0.0 0.0 0.090
H -0.23348 6.01793 1.05350 0.1 0.1 0.0 0.086
H -0.52131 4.61777 2.07517 0.1 -0.1 0.0 0.076
```
Forces are in eV/Å.


This record from the Open Molecules 2025 dataset describes a 5-piece molecular cluster, C23H49N2O4 overall. The level of theory is wB97M-V/def2-TZVPD.

E: -35811.9661 eV
LUMO: 2.388 eV
Total charge: -1

```
78
Properties=species:S:1:pos:R:3:forces:R:3:lowdin_charge:R:1
C 4.84750 -3.50886 1.00136 0.2 0.0 0.1 -0.125
C 4.54893 -2.74576 -0.29052 -0.3 0.0 0.0 -0.267
C 4.06908 -1.30146 -0.07010 0.1 -0.2 -0.2 -0.225
C 2.86124 -1.17287 0.86878 0.3 -0.5 0.1 -0.324
N 1.66895 -1.63500 0.20440 0.1 0.0 0.1 -0.153
C 0.50810 -1.74648 1.11562 0.2 0.2 0.0 -0.314
C -0.67364 -2.21479 0.28351 -0.1 0.0 -0.1 -0.313
C -1.97135 -2.33600 1.09729 0.2 0.4 0.2 -0.331
N -2.33562 -3.73049 1.39498 0.0 -0.1 -0.1 -0.035
H 3.93404 -3.73416 1.56009 0.1 0.0 -0.1 0.067
H 5.35576 -4.45593 0.78142 -0.1 0.1 0.0 0.059
H 5.51141 -2.94069 1.67111 -0.1 0.0 -0.1 0.064
H 3.76439 -3.28312 -0.84025 0.2 0.1 0.1 0.101
H 5.44451 -2.73048 -0.92928 -0.1 0.0 0.1 0.093
H 3.77051 -0.88426 -1.04844 0.1 -0.1 0.2 0.100
H 4.91701 -0.69421 0.27576 -0.1 -0.1 0.0 0.079
H 2.80566 -0.12224 1.24320 0.1 -0.4 0.2 0.084
H 2.96021 -1.79458 1.76938 0.1 0.1 -0.1 0.089
H 1.49486 -0.98339 -0.57741 -0.1 -0.4 -0.1 0.074
H 0.27259 -0.69937 1.44826 -0.2 -0.1 0.1 0.021
H -0.89888 -1.52160 -0.56077 0.1 -0.2 -0.1 0.067
H -0.43167 -3.19237 -0.17465 -0.1 0.2 0.1 0.088
H -2.78764 -1.79740 0.58286 0.1 -0.1 0.0 0.080
H -1.79823 -1.82976 2.05787 -0.1 -0.1 -0.1 0.087
H -3.19565 -3.75638 1.92951 -0.1 0.0 0.0 0.035
H -2.52918 -4.21132 0.52358 0.0 0.0 0.0 0.043
C -2.24775 1.55117 -3.38488 -0.1 0.0 0.1 -0.165
C -3.66965 1.78107 -2.86344 0.0 -0.1 0.0 -0.167
C -3.95774 0.44674 -2.17096 0.1 0.3 -0.1 -0.211
O -2.70911 -0.01513 -1.69159 -0.3 -0.3 0.1 -0.146
C -1.63678 0.73134 -2.25161 0.1 0.1 0.0 -0.210
H -1.69312 2.46929 -3.57890 0.0 0.0 0.0 0.105
H -2.27874 0.96586 -4.30708 0.0 0.0 0.0 0.109
H -3.67639 2.59095 -2.13103 0.0 0.0 0.0 0.111
H -4.39833 2.01684 -3.63884 0.0 0.0 0.0 0.104
H -4.38405 -0.27970 -2.87611 0.0 0.0 0.0 0.117
H -4.64373 0.54478 -1.32895 0.0 0.0 0.0 0.098
H -1.20150 1.37049 -1.47956 0.0 0.0 0.0 0.114
H -0.86378 0.03322 -2.56963 0.0 0.1 0.0 0.113
C 4.54925 0.88443 3.96226 0.0 -0.1 0.0 -0.157
C 5.34728 0.83191 2.66040 0.0 0.1 0.1 -0.169
C 6.76445 1.08617 3.15501 0.0 -0.1 0.0 -0.205
O 6.83091 0.53431 4.47118 0.0 0.0 0.0 -0.150
C 5.51369 0.20074 4.92245 0.0 0.1 0.0 -0.204
H 3.59057 0.37296 3.88857 0.0 0.0 0.0 0.113
H 4.37341 1.91824 4.26868 0.0 0.0 0.0 0.112
H 5.25981 -0.15894 2.22054 0.0 -0.1 0.0 0.089
H 5.01942 1.55986 1.91833 0.0 -0.1 0.0 0.094
H 6.98336 2.15985 3.20010 0.0 0.0 0.0 0.112
H 7.52958 0.60549 2.54198 0.0 0.0 0.0 0.114
H 5.38232 -0.88567 4.89909 0.0 0.0 0.0 0.117
H 5.41472 0.54014 5.95497 0.0 0.0 0.0 0.112
C -9.58886 0.51560 -1.35320 0.0 0.0 0.0 -0.173
C -8.81743 -0.03036 -0.15087 0.0 0.0 -0.1 -0.169
C -7.37511 0.16089 -0.60562 0.0 0.0 0.1 -0.211
O -7.37591 1.32602 -1.43437 0.1 0.0 0.0 -0.148
C -8.71096 1.69520 -1.75916 -0.1 -0.1 -0.1 -0.214
H -10.61009 0.81508 -1.11936 0.0 0.0 0.0 0.107
H -9.62200 -0.22759 -2.15206 0.0 0.0 0.0 0.111
H -9.02158 0.57081 0.73712 0.0 0.0 0.0 0.112
H -9.04519 -1.07036 0.07885 0.0 0.0 0.0 0.110
H -7.02622 -0.69865 -1.18667 0.0 0.0 0.0 0.119
H -6.67719 0.32066 0.21637 0.0 0.0 0.0 0.119
H -8.99005 2.59895 -1.20486 0.0 0.0 0.0 0.115
H -8.75609 1.92128 -2.82611 0.0 0.0 0.0 0.115
C 3.31561 1.96975 -0.43301 0.0 0.1 -0.1 -0.164
C 3.25092 2.88486 -1.66099 0.0 -0.1 0.0 -0.163
C 2.27469 2.11901 -2.55162 0.1 0.1 0.1 -0.212
O 1.38409 1.45258 -1.67206 -0.2 0.0 -0.3 -0.154
C 1.87149 1.49698 -0.32862 -0.1 0.1 0.1 -0.198
H 3.65520 2.47522 0.47081 0.0 0.0 0.0 0.100
H 3.97635 1.12122 -0.62245 0.0 0.2 0.0 0.086
H 2.83536 3.85752 -1.38821 0.0 0.0 0.0 0.108
H 4.21662 3.04587 -2.14036 0.0 0.0 0.0 0.105
H 2.80742 1.38353 -3.16652 0.0 0.0 0.0 0.116
H 1.69421 2.76333 -3.21681 0.0 0.0 0.0 0.111
H 1.26346 2.19615 0.25676 0.0 0.1 -0.1 0.125
H 1.76028 0.50300 0.10445 -0.2 0.7 -0.2 0.051
```
Forces are in eV/Å.